156
Properties=species:S:1:pos:R:3:forces:R:3:mulliken_charge:R:1 method="wB97M-V/def2-TZVPD" homo_energy_ev=-4.787 lumo_energy_ha=0.047 fmax_ev_per_a=0.9 total_energy_ev=-1920261.900 multiplicity=1 total_charge=-1
C 0.436 3.027 -7.673 -0.035 0.158 0.053 -0.684
O 1.511 2.344 -7.075 -0.017 -0.048 -0.118 -0.404
C 1.237 0.960 -6.865 0.113 0.039 0.192 -0.843
C 0.537 0.698 -5.516 -0.125 0.137 -0.054 -0.153
C 1.381 -0.179 -4.581 -0.131 -0.327 -0.303 -2.054
C 0.942 -0.289 -3.109 0.795 -0.181 0.187 1.885
C 0.793 1.127 -2.545 -0.062 0.019 -0.258 0.472
C 1.990 2.039 -2.790 0.015 -0.020 0.523 -1.696
F 0.610 1.031 -1.170 -0.134 0.106 -0.097 -0.294
O 2.065 -0.863 -2.427 -0.439 -0.146 0.032 -0.024
B 1.648 -1.947 -1.543 0.154 0.546 -0.355 -0.845
P 1.854 -1.455 0.406 -0.124 0.506 -0.018 0.177
P 1.087 -3.122 1.536 -0.144 0.448 0.704 0.739
O 0.644 -2.774 2.915 0.137 -0.339 -0.748 -0.733
O -0.158 -3.659 0.664 0.003 -0.182 0.391 -0.548
O 2.118 -4.368 1.546 -0.084 0.068 -0.142 -0.374
P 2.922 -3.477 -2.009 0.687 0.254 0.540 0.714
O 3.560 -3.105 -3.449 -0.412 -0.150 -0.091 -0.399
O 2.083 -4.868 -2.208 -0.427 0.146 -0.142 -0.687
S 4.432 -3.937 -0.814 -0.094 -0.119 -0.132 -0.462
O 0.235 -2.135 -1.788 0.142 -0.576 -0.149 0.022
C -0.253 -1.307 -2.814 -0.404 0.103 0.224 3.642
C -1.679 -0.827 -2.333 -0.121 0.319 -0.219 -3.288
C -2.193 0.037 -1.166 -0.546 0.240 -0.106 0.288
C -2.275 1.573 -1.316 -0.057 -0.161 -0.009 -1.458
Br -1.553 -0.486 0.589 0.033 0.024 0.168 -0.278
C -0.700 -2.166 -4.064 -0.172 -0.009 -0.420 -2.366
C -0.256 -3.624 -4.209 -0.623 -0.085 0.049 0.216
C -1.392 -4.533 -4.714 0.423 -0.094 0.395 -1.460
Br 1.173 -3.807 -5.545 0.163 -0.128 0.054 -0.189
H -0.489 2.922 -7.088 0.046 -0.009 -0.071 0.288
H 0.695 4.090 -7.714 -0.013 -0.220 0.007 0.257
H 0.254 2.667 -8.698 -0.011 0.014 0.159 0.278
H 0.635 0.583 -7.702 0.154 -0.056 0.022 0.348
H 2.218 0.470 -6.872 -0.215 -0.016 -0.079 0.438
H -0.442 0.226 -5.687 0.160 0.147 0.074 0.336
H 0.331 1.684 -5.083 0.043 -0.145 -0.015 0.402
H 1.390 -1.189 -5.005 0.219 0.138 0.143 -0.162
H 2.436 0.129 -4.587 -0.327 0.156 0.093 0.797
H -0.094 1.597 -2.974 -0.181 -0.002 0.155 -0.094
H 1.862 2.916 -2.139 0.016 -0.129 -0.248 0.529
H 2.068 2.370 -3.827 -0.032 -0.065 0.101 0.240
H 2.911 1.537 -2.483 -0.089 -0.002 -0.115 0.208
H 3.230 -1.526 0.688 0.090 -0.450 0.034 -0.052
H 0.126 -4.030 -0.178 -0.004 0.120 -0.277 0.344
H 1.816 -4.966 2.240 0.066 -0.144 0.187 0.291
H 4.368 -3.623 -3.533 0.268 0.019 -0.070 0.332
H 2.556 -5.533 -1.694 0.151 -0.205 0.084 0.393
H -2.172 -1.797 -2.177 0.132 0.237 0.038 0.702
H -2.179 -0.384 -3.213 0.097 -0.051 0.125 0.453
H -3.240 -0.284 -1.095 0.312 -0.023 -0.084 0.335
H -1.615 2.102 -0.631 0.106 -0.082 -0.167 0.303
H -2.058 1.878 -2.344 0.045 -0.029 0.101 0.333
H -3.303 1.900 -1.104 0.248 -0.092 0.061 0.369
H -1.795 -2.208 -4.007 0.285 -0.168 -0.104 0.482
H -0.512 -1.652 -5.011 -0.003 -0.019 0.238 0.390
H 0.108 -4.031 -3.264 0.266 0.224 -0.222 0.401
H -1.129 -5.575 -4.508 -0.019 0.173 -0.152 0.227
H -1.522 -4.431 -5.795 -0.215 0.128 0.146 0.445
H -2.322 -4.321 -4.177 0.069 0.028 -0.141 0.415
Br -5.010 -5.592 -5.975 0.045 -0.006 -0.002 -0.139
C -3.805 -6.492 -7.207 -0.090 0.059 0.025 -0.597
C -3.556 -7.923 -6.813 0.078 -0.039 -0.006 -0.344
Br -2.360 -8.049 -5.285 -0.078 -0.159 0.000 -0.121
H -2.888 -5.910 -7.226 0.019 -0.011 -0.020 0.317
H -4.288 -6.449 -8.180 -0.001 -0.021 -0.003 0.392
H -3.056 -8.453 -7.621 0.014 0.028 -0.005 0.122
H -4.469 -8.442 -6.540 -0.022 0.024 -0.002 0.397
Br -5.015 2.062 3.700 -0.072 0.007 -0.008 -0.026
C -5.728 0.261 3.573 0.068 0.045 0.003 -0.356
C -5.003 -0.588 2.567 0.082 -0.095 -0.016 -0.610
Br -5.449 -0.082 0.746 -0.089 0.053 -0.090 -0.107
H -6.779 0.370 3.327 0.028 -0.039 0.008 -0.013
H -5.635 -0.169 4.568 0.006 -0.007 -0.007 0.421
H -5.312 -1.626 2.669 -0.011 0.002 -0.025 0.385
H -3.921 -0.518 2.636 0.004 0.017 0.015 0.385
Br -3.888 5.351 4.449 0.074 0.117 -0.154 -0.150
C -4.742 6.353 5.874 0.140 -0.118 -0.040 -0.225
C -5.718 5.487 6.624 -0.102 0.068 0.000 -0.528
Br -7.338 5.201 5.581 0.014 -0.011 0.007 -0.127
H -5.218 7.217 5.420 -0.016 0.021 0.036 0.402
H -3.929 6.683 6.515 -0.080 0.000 0.134 -0.053
H -6.033 5.965 7.548 0.005 0.034 -0.020 0.290
H -5.314 4.502 6.838 -0.006 -0.015 0.003 0.355
Br 8.826 -1.726 -2.712 -0.019 0.031 -0.022 -0.178
C 8.286 -0.487 -1.310 0.052 -0.054 -0.007 -0.668
C 6.976 -0.868 -0.674 -0.118 -0.071 0.026 -0.114
Br 5.455 -0.498 -1.809 -0.027 0.169 -0.084 -0.042
H 8.241 0.493 -1.776 -0.001 0.008 0.001 0.376
H 9.088 -0.514 -0.575 -0.033 -0.021 -0.006 0.292
H 6.827 -0.286 0.235 0.025 -0.006 0.003 -0.054
H 6.920 -1.928 -0.437 0.010 0.001 0.019 0.368
Br 9.529 0.640 2.064 0.015 -0.006 -0.015 -0.047
C 8.793 2.314 1.409 0.061 -0.034 0.044 -0.665
C 7.763 2.883 2.349 -0.146 -0.051 -0.036 -0.322
Br 6.089 1.906 2.273 -0.005 -0.029 -0.014 -0.155
H 8.379 2.108 0.425 -0.014 0.019 -0.010 0.382
H 9.638 2.992 1.308 -0.010 0.013 0.002 0.366
H 7.527 3.907 2.068 0.007 -0.002 0.009 0.385
H 8.091 2.841 3.383 0.045 0.096 -0.047 0.085
Br -0.673 -9.488 -8.917 0.003 -0.046 -0.048 -0.135
C -0.173 -10.590 -7.395 -0.061 0.082 0.054 -0.344
C 1.306 -10.532 -7.123 0.057 -0.061 -0.030 -0.622
Br 2.326 -11.565 -8.419 -0.009 0.039 -0.002 -0.152
H -0.513 -11.596 -7.614 0.013 -0.013 0.005 0.404
H -0.726 -10.186 -6.549 0.024 0.022 -0.006 0.121
H 1.527 -10.971 -6.154 -0.019 -0.008 0.003 0.358
H 1.690 -9.518 -7.161 -0.010 0.013 0.027 0.377
Br -6.199 8.415 -0.862 -0.031 -0.023 0.011 -0.159
C -6.604 8.147 1.022 0.031 0.052 -0.046 -0.576
C -5.814 7.016 1.624 -0.043 -0.109 0.058 -0.335
Br -6.475 5.278 1.078 0.020 -0.009 -0.026 -0.076
H -7.674 7.974 1.085 -0.007 0.001 0.023 0.370
H -6.354 9.086 1.512 0.019 -0.007 0.006 0.375
H -5.902 7.032 2.708 -0.006 0.008 -0.001 -0.016
H -4.765 7.051 1.348 0.012 0.034 0.018 0.418
Br 11.704 -1.698 5.428 -0.020 0.023 -0.040 -0.123
C 9.788 -1.861 5.131 0.048 0.002 0.061 -0.447
C 9.427 -3.140 4.422 -0.075 0.049 -0.089 -0.537
Br 9.882 -3.078 2.536 0.063 -0.033 -0.005 -0.142
H 9.488 -0.983 4.568 -0.031 -0.001 0.013 0.108
H 9.333 -1.835 6.119 -0.002 -0.023 0.001 0.358
H 8.351 -3.293 4.461 -0.005 0.015 -0.002 0.350
H 9.936 -4.002 4.839 0.000 0.006 0.031 0.383
Br -1.743 8.634 7.110 -0.003 0.038 -0.039 -0.120
C -1.785 9.161 8.977 0.029 -0.034 -0.080 -0.555
C -2.202 8.018 9.864 -0.078 0.001 0.045 -0.611
Br -4.107 7.649 9.722 0.028 -0.020 -0.021 -0.135
H -2.462 10.006 9.049 -0.004 0.004 0.038 0.365
H -0.775 9.481 9.222 0.009 -0.034 0.009 0.334
H -2.024 8.261 10.909 -0.015 0.022 -0.002 0.362
H -1.690 7.096 9.609 0.028 0.003 0.010 0.374
Br -8.885 -2.763 -1.110 -0.019 -0.017 0.035 -0.144
C -9.985 -1.743 0.123 0.033 -0.030 -0.075 -0.658
C -9.175 -1.129 1.233 0.025 0.033 0.047 -0.172
Br -8.616 -2.449 2.547 0.071 -0.010 -0.085 -0.169
H -10.743 -2.424 0.499 -0.026 0.019 0.009 0.388
H -10.455 -0.963 -0.471 0.016 0.020 0.009 0.382
H -9.773 -0.402 1.779 -0.023 -0.012 0.012 0.324
H -8.265 -0.658 0.870 -0.013 0.006 -0.007 0.026
Br 9.868 3.095 5.553 0.069 -0.012 0.108 -0.126
C 10.946 4.622 5.027 -0.103 -0.036 0.005 -0.622
C 11.680 4.368 3.737 0.126 -0.020 0.000 -0.126
Br 13.179 3.157 3.975 -0.048 -0.011 -0.011 -0.100
H 11.624 4.823 5.850 0.018 0.018 -0.007 0.408
H 10.253 5.452 4.913 0.003 -0.002 -0.028 0.329
H 12.100 5.294 3.351 -0.009 0.012 0.015 0.369
H 11.037 3.917 2.987 -0.021 0.014 -0.009 -0.101
Br -8.784 -0.158 5.286 -0.082 -0.022 0.193 -0.044
C -9.155 0.548 7.058 -0.017 0.020 -0.100 -0.644
C -8.549 1.908 7.284 0.045 0.031 0.046 -0.522
Br -6.626 1.823 7.544 0.001 -0.056 -0.035 -0.139
H -8.779 -0.187 7.763 -0.013 0.004 0.029 0.366
H -10.238 0.605 7.132 -0.003 0.028 0.011 0.338
H -8.952 2.347 8.194 -0.002 0.002 0.003 0.359
H -8.711 2.584 6.450 -0.019 -0.008 -0.010 0.289